# 1
12 unconnected molecules or ions with the total composition H24O12. Source: the Open Molecules 2025 dataset; level of theory: wB97M-V/def2-TZVPD.

Summary:
SMILES string = O.O.O.O.O.O.O.O.O.O.O.O
LUMO level = -0.0267 Ha
Kohn-Sham gap = 8.4 eV
Energy above the lowest of the compared OMol25 structures with the same formula, charge and spin = 2.615 eV
Calculated total energy = -24959.0792 eV
Highest occupied orbital energy = -0.3353 Ha
Spin multiplicity = 1

Element x y z (Å)
O1 9.54246 5.76441 4.85839
H1 9.37201 5.03604 5.45559
H2 9.13458 6.52084 5.27991
O2 11.44683 7.73592 4.93876
H3 10.94158 6.92379 4.97633
H4 11.74775 7.78960 4.03168
O3 7.30985 6.64957 2.98994
H5 7.25881 5.73735 3.27539
H6 6.44454 7.01029 3.18321
O4 7.15544 8.87943 6.42829
H7 7.83045 8.23173 6.63097
H8 6.33086 8.43937 6.63480
O5 6.12066 10.42511 2.01376
H9 5.24758 10.68988 1.72416
H10 6.13218 10.62033 2.95077
O6 10.87513 9.87544 0.85057
H11 10.46439 9.01557 0.94075
H12 10.18932 10.49604 1.09703
O7 10.48267 11.57011 3.59990
H13 9.91315 10.95098 3.14322
H14 10.23064 12.42694 3.25559
O8 9.61309 7.44658 0.77767
H15 9.05247 7.10173 0.08269
H16 9.19494 7.15776 1.58882
O9 6.12809 8.51538 0.17091
H17 5.41705 7.90852 0.37677
H18 6.16828 9.10282 0.92558
O10 8.80999 9.13876 3.36973
H19 8.59107 8.30325 3.78232
H20 8.58270 9.01798 2.44778
O11 8.00337 9.96808 -1.05307
H21 7.57564 9.52241 -0.32187
H22 7.35261 10.59720 -1.36445
O12 8.60623 11.49017 1.54676
H23 8.37249 12.24810 1.01091
H24 7.77366 11.04833 1.71365


# 2
12 unconnected molecules or ions with the total composition H24O12 at a distorted geometry. Source: the Open Molecules 2025 dataset; level of theory: wB97M-V/def2-TZVPD.

Summary:
SMILES string = O.O.O.O.O.O.O.O.O.O.O.O
LUMO level = -0.0213 Ha
Kohn-Sham gap = 9.3 eV
Energy above the lowest of the compared OMol25 structures with the same formula, charge and spin = 2.481 eV
Calculated total energy = -24959.2134 eV
Highest occupied orbital energy = -0.3639 Ha
Spin multiplicity = 1

Element x y z (Å)
O1 0.44134 -0.43343 0.50905
H1 -0.09973 -1.22300 0.54498
H2 0.02422 0.14661 -0.13632
O2 -0.69000 -4.84953 0.86349
H3 -1.06805 -4.03165 0.51708
H4 -1.39307 -5.47043 0.73615
O3 -0.88157 2.10359 1.19414
H5 -1.37535 2.87927 1.47329
H6 -0.20980 2.44689 0.58997
O4 0.56236 -2.22380 2.64989
H7 1.02046 -2.25989 1.83503
H8 1.07867 -2.64959 3.27930
O5 0.04988 0.46370 3.46897
H9 -0.80371 0.87438 3.32356
H10 0.14189 0.05914 2.61940
O6 2.16374 1.06878 -1.81544
H11 2.66916 0.51650 -1.26609
H12 2.87541 1.59285 -2.17088
O7 0.82590 3.10370 -0.66477
H13 1.20899 2.28376 -1.04649
H14 0.47296 3.43576 -1.46199
O8 -1.45835 0.54590 -1.13573
H15 -1.76642 0.43318 -0.18067
H16 -1.81747 -0.21147 -1.57659
O9 0.24243 -1.04799 -3.00025
H17 0.49273 -0.43353 -2.30939
H18 -0.55526 -0.66486 -3.36317
O10 -0.90348 2.38134 -2.89895
H19 -1.09896 1.85734 -2.16607
H20 -1.67773 2.93604 -2.95216
O11 2.38382 1.20515 1.40987
H21 3.08182 0.75121 0.98062
H22 1.61523 0.70475 1.15935
O12 -1.53969 -2.31273 0.41080
H23 -1.90391 -2.16683 -0.44304
H24 -2.10845 -1.81112 1.02306


# 3
12 unconnected molecules or ions with the total composition H24O12 at a distorted geometry. Source: the Open Molecules 2025 dataset; level of theory: wB97M-V/def2-TZVPD.

Summary:
SMILES string = O.O.O.O.O.O.O.O.O.O.O.O
LUMO level = -0.0247 Ha
Kohn-Sham gap = 9.8 eV
Energy above the lowest of the compared OMol25 structures with the same formula, charge and spin = 1.561 eV
Calculated total energy = -24960.1338 eV
Highest occupied orbital energy = -0.3834 Ha
Spin multiplicity = 1

Element x y z (Å)
O1 -17.70411 5.04321 -0.72660
H1 -17.53896 5.58075 0.04800
H2 -16.85468 4.98523 -1.16402
O2 -13.67592 1.89758 -2.10614
H3 -13.86399 2.50991 -2.81741
H4 -13.21369 1.17365 -2.52862
O3 -13.52852 7.20350 -2.89475
H5 -14.29654 7.27442 -3.46163
H6 -12.85410 7.71741 -3.33894
O4 -13.71788 6.68135 -0.06732
H7 -13.46853 6.79161 -0.98487
H8 -13.30282 5.86038 0.19718
O5 -14.33424 3.82819 -4.07619
H9 -13.45105 3.67178 -4.41047
H10 -14.80803 4.20561 -4.81734
O6 -16.20364 1.72957 -4.11802
H11 -16.62024 2.21650 -3.40698
H12 -15.39751 2.21269 -4.29962
O7 -16.62792 6.49216 1.45452
H13 -16.29298 7.01828 2.18063
H14 -15.86369 6.33386 0.90033
O8 -15.34368 4.89454 -1.89803
H15 -14.90105 4.47058 -2.63326
H16 -14.82506 4.64912 -1.13184
O9 -17.96756 6.18523 -4.21354
H17 -17.63656 6.21007 -3.31574
H18 -18.73444 6.75795 -4.20252
O10 -13.56746 3.87721 -0.21754
H19 -13.49135 3.32089 -0.99275
H20 -13.12891 3.38402 0.47577
O11 -18.22483 3.14587 -2.96449
H21 -18.51203 3.54839 -3.78408
H22 -18.10992 3.88165 -2.36312
O12 -11.70544 5.05884 -2.56755
H23 -12.41274 5.62819 -2.87052
H24 -11.52282 4.48593 -3.31231